DFT (ωB97M-V/def2-TZVPD) results for 8 unconnected molecules or ions with the total composition C48H116O28P4 at a distorted geometry.

Structure (ORCA input):
```
! RIJCOSX wB97M-V def2-TZVPD def2/J DEFGRID3
* xyz 0 1
C -6.717 5.150 -1.015
C -5.443 5.810 -1.576
O -4.229 5.220 -1.061
P -3.670 3.861 -1.660
O -4.649 2.775 -1.761
O -3.032 4.214 -3.062
C -1.969 5.188 -3.130
C -0.594 4.655 -2.755
O -2.449 3.547 -0.716
C -2.586 3.559 0.712
C -1.493 2.709 1.301
H -7.394 4.907 -1.837
H -6.456 4.147 -0.675
H -7.153 5.775 -0.245
H -5.438 5.845 -2.664
H -5.416 6.821 -1.174
H -1.917 5.514 -4.166
H -2.232 6.071 -2.541
H -0.332 4.687 -1.701
H -0.503 3.608 -3.055
H 0.126 5.244 -3.323
H -2.558 4.580 1.101
H -3.569 3.179 1.009
H -1.657 2.614 2.378
H -1.498 1.718 0.844
H -0.498 3.133 1.166
C -0.150 -2.128 2.202
C -0.628 -1.634 0.864
O 0.351 -0.698 0.363
P 0.552 -0.467 -1.196
O 1.115 0.833 -1.520
O 1.410 -1.720 -1.659
C 2.849 -1.583 -1.542
C 3.394 -2.518 -0.496
O -0.800 -0.807 -1.910
C -1.876 0.152 -1.969
C -2.559 0.077 -3.319
H 0.095 -1.308 2.875
H -0.942 -2.741 2.638
H 0.742 -2.745 2.087
H -0.783 -2.437 0.140
H -1.596 -1.126 0.926
H 3.206 -1.838 -2.541
H 3.143 -0.561 -1.306
H 3.112 -2.141 0.499
H 3.008 -3.536 -0.443
H 4.483 -2.507 -0.459
H -2.565 -0.111 -1.166
H -1.493 1.164 -1.835
H -3.418 -0.583 -3.266
H -2.860 1.085 -3.614
H -1.881 -0.205 -4.127
C 10.434 1.273 -2.812
C 10.497 0.631 -1.447
O 10.764 -0.780 -1.645
P 10.260 -1.768 -0.520
O 10.965 -1.697 0.758
O 10.351 -3.171 -1.267
C 10.727 -4.334 -0.494
C 10.035 -5.531 -1.128
O 8.697 -1.550 -0.405
C 7.806 -1.857 -1.515
C 6.662 -0.894 -1.415
H 10.392 2.359 -2.753
H 11.294 0.931 -3.382
H 9.515 0.949 -3.304
H 11.302 1.048 -0.838
H 9.584 0.752 -0.860
H 11.804 -4.473 -0.586
H 10.468 -4.200 0.554
H 8.993 -5.281 -1.329
H 10.515 -5.712 -2.091
H 10.101 -6.427 -0.516
H 8.345 -1.830 -2.463
H 7.511 -2.898 -1.368
H 6.855 0.102 -1.815
H 5.829 -1.236 -2.043
H 6.261 -0.817 -0.406
C -7.597 2.520 5.742
C -6.395 1.618 5.768
O -5.900 1.302 4.455
P -6.509 0.103 3.598
O -7.751 -0.426 4.149
O -6.587 0.724 2.152
C -7.524 1.821 1.945
C -7.907 1.771 0.486
O -5.333 -0.927 3.455
C -4.218 -0.717 2.550
C -3.086 -0.032 3.281
H -8.073 2.502 6.724
H -7.419 3.550 5.428
H -8.344 2.125 5.050
H -5.580 1.949 6.409
H -6.725 0.667 6.197
H -8.372 1.724 2.619
H -6.926 2.710 2.156
H -8.482 2.647 0.191
H -7.045 1.567 -0.147
H -8.554 0.899 0.335
H -3.889 -1.713 2.251
H -4.593 -0.199 1.670
H -2.230 -0.064 2.588
H -3.277 1.024 3.444
H -2.751 -0.652 4.107
C -8.231 -2.438 -3.735
O -6.835 -2.705 -3.735
C -5.929 -1.646 -3.579
C -6.372 -0.381 -2.901
O -7.289 0.326 -3.703
C -8.094 1.183 -2.958
C -8.917 2.071 -3.858
O -9.427 3.124 -3.071
C -9.960 4.156 -3.853
H -8.462 -1.757 -4.562
H -8.549 -1.962 -2.807
H -8.736 -3.374 -3.947
H -5.591 -1.325 -4.581
H -5.011 -1.982 -3.089
H -5.466 0.197 -2.684
H -6.868 -0.607 -1.945
H -7.463 1.888 -2.393
H -8.777 0.721 -2.231
H -9.776 1.547 -4.315
H -8.364 2.378 -4.757
H -9.156 4.776 -4.277
H -10.630 4.783 -3.270
H -10.525 3.793 -4.723
C -4.731 4.594 6.026
O -3.445 4.025 6.110
C -2.758 4.376 7.277
C -1.269 4.220 7.151
O -0.794 2.907 6.949
C -0.886 2.462 5.635
C -0.292 1.105 5.430
O -0.890 0.171 6.308
C -0.362 -1.136 6.208
H -5.284 4.114 5.225
H -4.677 5.667 5.799
H -5.258 4.453 6.977
H -3.212 3.961 8.189
H -2.897 5.461 7.485
H -0.810 4.607 8.062
H -0.906 4.865 6.336
H -0.293 3.104 4.950
H -1.899 2.482 5.227
H 0.806 1.045 5.455
H -0.520 0.789 4.397
H -0.179 -1.410 5.158
H -1.207 -1.761 6.501
H 0.546 -1.278 6.793
C 10.179 -3.609 5.500
O 9.055 -3.056 4.886
C 9.334 -2.448 3.666
C 8.106 -1.965 2.940
O 7.091 -2.926 2.782
C 7.277 -3.726 1.627
C 6.489 -4.997 1.821
O 6.726 -5.783 0.644
C 5.855 -6.886 0.546
H 10.932 -2.824 5.677
H 10.643 -4.382 4.876
H 9.863 -3.994 6.465
H 9.965 -3.083 3.010
H 10.055 -1.618 3.796
H 8.532 -1.489 2.050
H 7.642 -1.168 3.530
H 8.330 -3.948 1.436
H 6.897 -3.196 0.745
H 5.414 -4.819 1.897
H 6.890 -5.567 2.663
H 4.954 -6.624 -0.032
H 5.496 -7.202 1.529
H 6.342 -7.685 -0.010
C 0.576 1.587 -5.280
O 1.911 1.440 -5.723
C 2.534 0.225 -5.322
C 2.013 -0.964 -6.110
O 0.770 -1.416 -5.594
C 0.872 -2.513 -4.734
C 0.992 -3.851 -5.471
O 2.339 -4.284 -5.465
C 2.480 -5.541 -6.097
H 0.554 1.510 -4.185
H -0.082 0.848 -5.740
H 0.246 2.588 -5.557
H 2.406 0.094 -4.239
H 3.585 0.403 -5.558
H 2.698 -1.821 -6.078
H 1.917 -0.671 -7.156
H 0.015 -2.634 -4.070
H 1.723 -2.291 -4.085
H 0.690 -3.647 -6.510
H 0.307 -4.609 -5.075
H 3.512 -5.859 -5.980
H 2.235 -5.434 -7.161
H 1.803 -6.281 -5.659
*
```

Output
Largest force on an atom, eV/A: 1.8
SMILES: CCOP(=O)(OCC)OCC.CCOP(=O)(OCC)OCC.CCOP(=O)(OCC)OCC.CCOP(=O)(OCC)OCC.COCCOCCOC.COCCOCCOC.COCCOCCOC.COCCOCCOC
Lowest unoccupied orbital energy, eV: 0.5
Relative energy (zero: lowest compared OMol25 entry of this formula, charge and spin), kJ/mol: 0.0
Kohn-Sham gap, Ha: 0.3513